The following is a DFT calculation (ωB97M-V with the def2-TZVPD basis set) of C25H31N9OPdSSi as an isolated structure.

```
69
Properties=species:S:1:pos:R:3
Pd -0.55530 0.12633 0.00795
C 2.77251 0.42213 -0.18291
N 4.15291 -0.04357 -0.38726
C 4.22145 -0.67801 -1.70434
N 3.29315 -1.80255 -1.84848
C 1.93207 -1.29156 -1.61503
N 1.81499 -0.68271 -0.29172
C 2.14345 -1.67802 0.73002
N 3.50758 -2.20056 0.55454
C 4.43182 -1.06522 0.62431
C 3.59441 -2.77121 -0.79213
H 2.53058 1.16239 -0.94979
H 2.66162 0.87426 0.80558
H 5.24179 -1.04138 -1.86709
H 3.98467 0.06934 -2.46567
H 1.20509 -2.10384 -1.68069
H 1.68862 -0.53745 -2.36848
H 1.42018 -2.49505 0.65319
H 2.05360 -1.19818 1.70774
H 5.45280 -1.43518 0.48156
H 4.35326 -0.60980 1.61317
H 2.88562 -3.59916 -0.86546
H 4.60846 -3.15575 -0.94698
S -1.48233 -2.72359 -0.40712
C -1.95841 -1.37478 0.56551
N -1.31821 -1.09030 1.77828
C -2.23187 -0.41396 2.69237
C -3.27683 0.12551 1.71180
N -3.29255 -0.92812 0.69840
H -0.66770 -1.78010 2.11973
H -1.72715 0.36493 3.26037
H -2.68690 -1.14519 3.37140
H -2.93826 1.08366 1.29455
H -4.25690 0.23978 2.17564
H -3.66163 -0.65725 -0.20355
C -4.30829 4.91862 -0.81512
C -2.96050 4.96188 -0.47675
C -2.12727 3.90044 -0.79598
C -2.58947 2.76771 -1.47947
C -3.94761 2.75772 -1.81321
C -4.79906 3.80699 -1.48236
Si -1.46370 1.24214 -1.79829
C -0.15334 1.91883 -3.03517
C -0.15148 1.59604 -4.39599
C 0.86679 2.00372 -5.25082
C 1.91774 2.77110 -4.76971
C 1.93958 3.11672 -3.42369
C 0.92685 2.68536 -2.57871
H -4.96561 5.73899 -0.55044
H -2.55931 5.81806 0.05399
H -1.08891 3.94646 -0.48358
H -4.34761 1.90502 -2.35184
H -5.84926 3.75578 -1.75106
H -2.36615 0.51902 -2.76901
H -0.96605 0.99972 -4.79215
H 0.83880 1.71995 -6.29798
H 2.71654 3.08658 -5.43157
H 2.75698 3.70863 -3.02626
H 0.98924 2.92874 -1.52228
N -0.34157 2.38835 2.16244
C 0.53899 1.77787 3.00942
O 1.25412 0.84437 2.61782
C 0.57515 2.25538 4.37745
C 1.48373 1.65399 5.27930
N 2.22226 1.18111 6.03505
C -0.26434 3.29199 4.83106
N -0.97393 4.13273 5.20077
H -0.55505 1.92319 1.27254
H -0.98662 3.07871 2.50833
```

Summary:
**Strongest force on any atom**: 0.8 eV/Å
**Energy**: -64081.3470 eV
**Multiplicity**: 1
**Charge**: -2

The following is a DFT calculation (ωB97M-V with the def2-TZVPD basis set) of C25H31NO4PReSi as an isolated structure at a distorted geometry.

```
64
Properties=species:S:1:pos:R:3
Re -0.19535 -0.16334 -0.32560
O 1.64185 3.21569 1.28062
C 1.32767 2.10205 0.74663
O 0.17480 1.62036 0.75082
C 2.42052 1.31525 0.09754
C 3.77785 1.57986 0.09191
C 4.61863 0.61730 -0.46086
C 4.08428 -0.57442 -0.96336
C 2.71621 -0.74437 -0.92916
N 1.91576 0.20022 -0.42197
C 1.89594 -1.91886 -1.37438
O 2.37297 -3.02456 -1.79495
O 0.64301 -1.82301 -1.29869
H 0.88808 3.68094 1.70179
H 4.16023 2.49995 0.51681
H 5.68960 0.77642 -0.47729
H 4.74736 -1.33356 -1.36053
H 3.33925 -3.08790 -1.89344
C -5.04601 0.74628 -4.26247
C -3.77666 0.19168 -4.31907
C -2.92414 0.31197 -3.22784
C -3.35004 0.96455 -2.06797
C -4.62963 1.52377 -2.02200
C -5.48400 1.38230 -3.10461
Si -2.26408 1.23115 -0.60006
C -1.56966 2.94107 -0.84809
C -0.67985 3.24153 -1.88904
C -0.21188 4.53709 -2.06186
C -0.65645 5.55174 -1.22011
C -1.52785 5.26387 -0.17673
C -2.00124 3.96590 0.00167
H -5.68047 0.72891 -5.13847
H -3.44842 -0.32405 -5.21211
H -1.92804 -0.12548 -3.28171
H -4.96054 2.08795 -1.15530
H -6.48204 1.79778 -3.06000
H -3.03661 1.30480 0.65945
H -0.37099 2.46917 -2.59167
H 0.46797 4.76390 -2.87328
H -0.35815 6.57519 -1.40627
H -1.85827 6.05060 0.48957
H -2.70621 3.76612 0.80128
C -4.65644 -1.11459 0.13228
C -3.50385 -1.78112 0.89605
P -1.88515 -1.96534 0.07888
C -0.83727 -2.91724 1.25640
C -1.59734 -3.75365 2.29566
C -2.23073 -2.93302 -1.42659
C -2.28592 -4.44541 -1.17232
H -5.58576 -1.61063 0.40839
H -4.56260 -1.18139 -0.95016
H -4.75826 -0.06654 0.39354
H -3.75944 -2.82944 1.07841
H -3.34924 -1.31191 1.86928
H -0.19725 -2.19812 1.78654
H -0.18570 -3.55417 0.65582
H -2.12524 -3.13051 3.01421
H -0.87626 -4.35212 2.85057
H -2.30553 -4.43849 1.83271
H -1.47947 -2.70072 -2.17951
H -3.19067 -2.56907 -1.79580
H -1.35869 -4.83542 -0.75415
H -2.44568 -4.94811 -2.12506
H -3.11109 -4.72098 -0.51616
```

Summary:
**Strongest force on any atom**: 2.1 eV/Å
**Energy**: -55377.4399 eV
**Multiplicity**: 4
**Expectation value of S²**: 3.774
**Charge**: +3

The following is a DFT calculation (ωB97M-V with the def2-TZVPD basis set) of C25H31O23P2V as an isolated structure at a distorted geometry.

```
82
Properties=species:S:1:pos:R:3
V 0.12297 -2.44477 2.30441
O 1.57128 0.97971 1.01235
C 0.87734 -0.13631 1.08310
O 1.43453 -1.22436 1.01949
O -0.22216 -0.16825 1.63465
H 2.40339 0.55337 0.79454
C 0.80045 4.79872 2.02789
C 1.86507 4.07799 2.37658
C 1.83285 2.80794 3.30366
O 2.75263 2.15581 3.69365
C 0.41200 2.48507 3.56805
C -0.67230 3.12975 3.06284
C -0.55009 4.29968 2.14260
O -1.52487 4.77945 1.62187
O -1.97743 2.85671 3.32578
O 3.07582 4.44425 1.95910
H 1.05073 5.71943 1.52188
H 0.16642 1.55084 4.05106
H -2.61463 3.28820 2.75187
H 3.70897 3.92586 2.46109
C -1.58228 0.90730 -3.31179
C -1.55543 2.06473 -3.94924
C -1.45890 3.45204 -3.36924
O -1.75815 4.49422 -4.00156
C -1.21757 3.30707 -1.89858
C -1.11384 2.10830 -1.25560
C -1.27079 0.72037 -1.88916
O -1.25210 -0.40212 -1.35231
O -1.06596 2.05849 0.09832
O -1.65760 1.99439 -5.26822
H -1.64552 -0.04434 -3.81853
H -1.20772 4.18853 -1.27462
H -0.84781 1.17291 0.39792
H -1.63733 1.03892 -5.35912
C 5.17353 4.32814 -1.29568
C 5.38257 3.35910 -0.36163
C 4.48842 2.19666 -0.23244
O 4.73290 1.28852 0.49749
C 3.41792 2.10478 -1.24591
C 3.18955 3.01269 -2.17262
C 4.11326 4.21587 -2.30283
O 4.16281 4.95204 -3.29867
O 2.18885 2.86841 -3.04731
O 6.42687 3.37514 0.59262
H 5.83178 5.16848 -1.45980
H 2.79613 1.22263 -1.20626
H 2.25950 3.52382 -3.74519
H 6.53788 2.51822 1.01091
C 2.25428 -5.71211 -1.77109
O 1.87202 -5.01596 -0.58959
P 0.35841 -4.49236 -0.53085
O -0.08142 -3.74034 0.66857
O 0.18970 -3.54158 -1.83259
C 1.27800 -2.72512 -2.34381
O -0.45544 -5.85703 -0.88149
C -1.76584 -5.97872 -1.46945
H 3.14823 -5.30450 -2.24312
H 1.57300 -5.70839 -2.62193
H 2.51021 -6.73130 -1.48155
H 0.75796 -1.82246 -2.66457
H 1.73700 -3.18872 -3.21702
H 1.97514 -2.45866 -1.54939
H -1.73616 -6.57631 -2.38055
H -2.03159 -4.94453 -1.68840
H -2.52556 -6.22829 -0.72875
C -3.81045 -2.94167 4.96751
O -3.95445 -1.85522 4.07255
P -3.49433 -1.95654 2.46787
O -2.03832 -2.24527 2.35446
O -4.47496 -3.17585 1.98226
C -4.27280 -3.87710 0.69510
O -4.07869 -0.61877 1.85904
C -3.80036 -0.28793 0.50770
H -4.40932 -2.85556 5.87418
H -2.75296 -2.79036 5.18413
H -3.97122 -3.88781 4.45072
H -3.60332 -3.24944 0.10693
H -5.26883 -3.86373 0.25254
H -3.93709 -4.90985 0.78901
H -3.18150 -1.04580 0.02733
H -3.19528 0.61866 0.51687
H -4.75801 -0.10584 0.01998
```

Summary:
**Strongest force on any atom**: 5.3 eV/Å
**Energy**: -117780.1817 eV
**Multiplicity**: 4
**Expectation value of S²**: 3.754
**Charge**: +1

The following is a DFT calculation (ωB97M-V with the def2-TZVPD basis set) of C25H32As2ClO11Os as an isolated structure.

```
72
Properties=species:S:1:pos:R:3
Os 0.03864 -0.00706 0.09248
C 0.98204 3.54837 0.53909
C 1.54758 2.20189 0.86640
C 1.26059 1.58031 2.08869
C 1.80105 0.33094 2.41911
C 1.50814 -0.29813 3.74946
C 2.64662 -0.29988 1.50214
C 2.95136 0.28481 0.27587
C 3.90332 -0.38241 -0.67101
C 2.36226 1.52074 -0.04297
H 1.70118 4.32299 0.81406
H 0.05753 3.72600 1.08380
H 0.77878 3.63883 -0.52652
H 0.60294 2.07404 2.79491
H 2.27997 -0.01297 4.46780
H 1.48619 -1.38445 3.68537
H 0.55214 0.05136 4.13603
H 3.04786 -1.27748 1.74098
H 4.92197 -0.05177 -0.45744
H 3.67843 -0.13663 -1.70744
H 3.88451 -1.46535 -0.54639
H 2.57889 1.97485 -1.00325
O -1.00424 1.43670 0.04330
C -1.92677 -0.96375 5.52012
O -2.48204 -0.39115 4.31922
C -2.21582 -1.02393 3.19545
O -1.33156 -1.84037 3.04933
C -3.04047 -0.58692 2.02909
C -4.23846 -0.01010 2.09521
As -5.23188 0.93643 0.69523
C -6.80394 -0.23800 0.61881
C -4.38473 0.23342 -0.92231
C -3.23255 -0.42070 -1.02812
As -2.14635 -1.08699 0.39650
C -2.25907 -3.00912 0.33692
C -2.56338 -0.74934 -2.32071
O -1.73158 -1.62863 -2.38780
O -2.90230 0.04581 -3.31562
C -2.29223 -0.25556 -4.59133
C -5.23907 0.44126 -2.15394
O -5.81158 -0.49715 -2.62798
O -5.42770 1.68354 -2.59322
C -4.50004 2.70807 -2.18835
C -5.04825 -0.03442 3.36799
O -5.14034 -0.98678 4.09019
O -5.73695 1.09962 3.50429
C -6.62596 1.15199 4.63813
H -2.23943 -0.30799 6.32408
H -0.84324 -1.01568 5.45756
H -2.33482 -1.96193 5.66154
H -7.39553 -0.09589 1.52032
H -6.51179 -1.27921 0.51256
H -7.40036 0.05956 -0.24146
H -3.30846 -3.28947 0.41112
H -1.69255 -3.40347 1.17345
H -1.85139 -3.32720 -0.61648
H -2.66322 0.49928 -5.27437
H -2.59293 -1.24862 -4.91489
H -1.20975 -0.20823 -4.49935
H -4.62636 3.51548 -2.90156
H -3.47694 2.33814 -2.23170
H -4.72996 3.07151 -1.18757
H -7.10069 2.12501 4.59192
H -6.05889 1.04162 5.55891
H -7.36220 0.35435 4.57033
Cl 2.08202 -2.31880 -3.97075
C 1.65992 -2.85123 -2.34530
C 1.14038 -1.74735 -1.46534
O 0.96690 -0.57419 -1.88835
O 0.84347 -2.03602 -0.25658
H 2.53762 -3.29038 -1.87519
H 0.89154 -3.61996 -2.40695
```

Summary:
**Strongest force on any atom**: 0.7 eV/Å
**Energy**: -185624.6406 eV
**Multiplicity**: 5
**Expectation value of S²**: 6.024
**Charge**: +1